ORCA calculation (wB97M-V/def2-TZVPD) on C28H38AsN4OS2SiSn as an isolated structure.

Structure (XYZ):
```
76
Properties=species:S:1:pos:R:3:forces:R:3
Sn -1.3210 -0.3923 -0.0553 0.38 -0.27 0.30
C 3.2224 -0.6147 -0.5510 -0.01 -0.03 -0.01
C 1.7506 -0.6994 -0.8271 0.04 -0.16 -0.10
N 0.8876 -0.7254 0.1506 -0.19 0.31 -0.16
N 1.4098 -0.7503 1.4266 0.02 -0.02 0.22
C 0.6331 -0.4403 2.4009 0.19 0.07 -0.18
S -1.0314 0.0864 2.3520 -0.19 -0.04 -0.07
S 1.2582 -0.4919 4.0288 0.07 -0.11 0.11
C 2.9538 -1.0474 3.7419 -0.07 0.03 -0.06
C 3.9191 -0.0383 3.1611 0.03 0.03 -0.04
C 3.5732 1.2683 2.8446 -0.02 -0.05 0.03
C 4.5051 2.1258 2.2758 0.02 0.02 -0.01
C 5.7936 1.6868 2.0150 0.01 0.01 0.00
C 6.1497 0.3839 2.3351 0.01 -0.01 0.01
C 5.2191 -0.4697 2.9060 -0.02 0.00 -0.04
C 1.3185 -0.7328 -2.2299 -0.15 -0.04 -0.10
C 2.2625 -0.4571 -3.2348 0.00 0.00 -0.01
C 1.9194 -0.4108 -4.5671 0.07 0.02 0.01
C 0.6014 -0.6457 -4.9460 -0.09 -0.02 0.01
C -0.3521 -0.9419 -3.9942 0.12 0.01 0.05
C -0.0092 -1.0019 -2.6409 0.29 0.00 0.03
O -0.9498 -1.3886 -1.7746 -0.57 0.20 0.18
H 3.4398 -0.6272 0.5088 -0.01 -0.02 0.02
H 3.6055 0.3171 -0.9702 0.01 0.03 0.04
H 3.7404 -1.4318 -1.0540 0.00 0.00 0.01
H 2.8994 -1.9192 3.0892 0.01 -0.02 0.04
H 3.2946 -1.3911 4.7201 -0.03 0.04 0.03
H 2.5715 1.6259 3.0453 -0.02 0.00 0.00
H 4.2214 3.1434 2.0407 0.00 0.01 0.00
H 6.5198 2.3567 1.5747 0.00 0.01 -0.01
H 7.1554 0.0328 2.1452 0.01 0.00 0.00
H 5.5042 -1.4864 3.1522 0.00 -0.01 0.00
H 3.2869 -0.2533 -2.9651 0.02 0.00 0.01
H 2.6705 -0.1875 -5.3113 0.01 0.00 0.00
H 0.3209 -0.6046 -5.9904 0.00 0.00 0.00
H -1.3781 -1.1467 -4.2674 -0.02 -0.01 0.02
C -5.1378 -1.2293 0.5195 -0.01 -0.02 0.00
C -4.6805 0.1904 0.3892 -0.13 -0.13 -0.01
C -5.5292 1.2546 0.5952 -0.04 -0.07 -0.03
C -5.0418 2.5486 0.4253 0.06 0.05 -0.01
C -3.7408 2.7709 0.0375 -0.09 0.03 -0.01
C -2.9127 1.6624 -0.1780 0.15 -0.22 -0.11
N -3.4073 0.4053 0.0229 0.27 0.23 0.00
N -1.6016 1.6394 -0.5464 -0.32 -0.17 -0.20
Si -0.8182 3.0234 -1.3222 0.12 0.22 0.06
C -0.5824 4.3731 -0.0389 0.06 -0.11 -0.10
C -1.8884 3.5889 -2.7513 0.12 -0.07 0.06
C 0.8499 2.4863 -1.9612 -0.10 0.01 0.11
H -6.0885 -1.3643 0.0053 -0.01 0.00 0.02
H -5.2855 -1.5016 1.5655 0.02 0.01 0.00
H -4.4116 -1.9083 0.0771 -0.03 0.04 -0.01
H -6.5575 1.0755 0.8721 -0.01 -0.01 0.01
H -5.6973 3.3917 0.6009 0.01 0.02 -0.01
H -3.3581 3.7705 -0.0839 0.02 0.03 -0.01
H -1.4883 4.9319 0.1929 -0.05 0.00 0.00
H 0.1597 5.0971 -0.3818 0.01 0.01 -0.03
H -0.2137 3.9371 0.8928 0.01 0.00 0.00
H -2.8864 3.9064 -2.4503 -0.01 0.00 0.02
H -1.9993 2.7822 -3.4794 0.00 -0.01 -0.01
H -1.4167 4.4309 -3.2623 0.02 0.01 0.01
H 1.5054 2.1410 -1.1562 -0.02 0.00 -0.01
H 1.3367 3.3435 -2.4309 0.00 0.04 0.01
H 0.7741 1.7008 -2.7123 -0.03 0.06 -0.02
C -1.5085 -4.3143 -0.7921 -0.05 0.00 0.07
As -1.7121 -3.0668 0.6767 0.11 -0.07 0.00
C -0.2417 -3.5698 1.8451 -0.07 -0.02 -0.06
C -3.2145 -3.7892 1.6822 0.06 0.07 0.00
H -1.5943 -5.3345 -0.4188 0.01 0.01 0.00
H -0.5295 -4.1615 -1.2410 -0.01 0.02 -0.01
H -2.2710 -4.1280 -1.5449 0.00 0.01 0.01
H -0.3766 -4.6138 2.1259 0.01 0.00 -0.02
H -0.2453 -2.9490 2.7392 -0.02 -0.01 0.00
H 0.7063 -3.4508 1.3249 0.00 0.04 -0.01
H -2.8930 -4.7277 2.1313 0.01 0.00 -0.01
H -4.0609 -3.9784 1.0268 0.01 0.03 -0.02
H -3.5072 -3.0957 2.4686 0.02 -0.01 -0.02
```
Positions in Å, forces in eV/Å.

* energy relative to the best compared isomer or geometry (same formula, charge and spin): 33.9 kJ/mol
* HOMO level: -10.91 eV
* multiplicity: 1
* net charge: +1

Here are the Löwdin charges for atoms 1 to 4, given in e: Sn 0.956; C 0.011; C -0.212; N -0.061